Entry 1:
79
Properties=species:S:1:pos:R:3 method="wB97M-V/def2-TZVPD" s_squared=6.147 e_above_lowest_ev=4.572 e_lumo_ha="-0.233 / -0.312" multiplicity=5 charge=+2
C -1.92370 4.41184 -2.46460
C 9.93952 -0.31693 5.13677
C -6.20418 -1.69979 0.87603
C 0.14886 3.24682 -2.80273
H 7.54653 -1.03473 4.91501
H 0.41587 -3.78410 -2.02058
C 5.81974 0.34268 2.34695
H 4.76162 1.54329 0.07705
H -6.87905 1.18339 -1.55565
H 6.66749 1.74630 0.93001
H -4.70154 3.66211 -1.79837
C 6.09683 -0.42541 3.47199
N -3.98215 1.80659 -1.19946
C 8.09894 1.13198 2.35788
C -6.25440 -0.67895 -0.08427
C -1.21965 -3.78618 -3.42588
C 0.05952 0.94268 -2.82226
H -7.26264 -3.23840 1.92206
H 3.33109 2.56329 -1.40719
C -8.56793 -1.24466 -0.48751
S -3.68244 -3.43249 0.24081
N -1.14585 -0.42499 0.51943
C 0.67714 0.53368 -0.62005
H 8.89714 1.73281 1.94352
C 1.06576 -0.55085 1.53299
C 1.64667 3.08537 -2.62792
C 4.47982 0.30886 1.77510
C 8.36782 0.35658 3.48797
C 0.20404 -0.17413 0.50148
H 1.03273 0.64658 -3.19543
C 6.84286 1.12291 1.80042
C -1.63469 -1.06920 1.56718
N -5.17402 1.34130 -0.77389
O 9.62088 0.42784 3.96383
N -1.37210 -3.53022 -1.04422
C 2.81884 0.71327 0.35967
H -0.76189 2.14526 -4.44671
Ir -2.15663 0.44772 -1.07640
C -3.88135 2.95306 -1.75313
C -0.51988 4.39524 -2.49491
H 2.08179 2.75095 -3.58313
H 9.83138 -1.38846 4.95957
O -7.64102 0.57539 -1.62463
C -2.59040 3.14701 -2.41172
H 5.30556 -1.02853 3.89769
C -7.47181 -0.41484 -0.73263
H -4.29168 -3.41886 -2.40670
H -2.46765 5.31986 -2.24579
C -0.82528 -1.52500 2.61308
H 1.17024 -1.58713 3.41584
C -8.48514 -2.26138 0.43999
C 2.30892 2.22567 -1.54113
H -2.70437 -1.20662 1.58822
H -9.35468 -2.87509 0.63555
H 10.97555 -0.08895 5.36117
C -5.04170 0.07079 -0.44418
H -9.48330 -1.04734 -1.02988
C -7.30607 -2.48179 1.15033
H -0.61897 -3.94267 -4.30913
N -2.02877 2.02884 -2.76396
N 4.13540 0.98214 0.62831
H -3.13760 -3.64551 -4.43271
C -2.57932 -3.64270 -3.50647
N -0.27806 0.71003 -1.57775
O -3.90803 -0.54761 -0.48485
H 2.05739 4.08561 -2.48185
C -0.69579 2.09709 -3.35417
N 3.45039 -0.35521 2.25910
C -0.65753 -3.71169 -2.15242
C 0.52550 -1.26917 2.60694
H -5.29663 -1.82912 1.45490
H 9.30908 -0.01386 5.97449
N -3.27996 -3.50601 -2.37270
C -2.69041 -3.47703 -1.14934
H -1.28761 -2.04626 3.43918
H 0.02534 5.28181 -2.19035
C 7.35639 -0.42556 4.04427
C 2.42395 -0.11598 1.39650
C 1.94928 1.17675 -0.69465

---

Entry 2:
75
Properties=species:S:1:pos:R:3 method="wB97M-V/def2-TZVPD" s_squared=2.043 e_above_lowest_ev=0.576 e_lumo_ha="0.011 / -0.010" multiplicity=3
C -2.86620 0.41271 -4.32698
S 0.70923 -0.45037 -2.52725
H -4.00603 3.33119 6.12408
C -4.56562 7.25219 -0.72137
H -5.13400 -0.68542 3.67907
C -3.59853 3.58161 5.15274
C -4.47000 -0.23166 2.95433
C -2.76849 -0.05233 -1.96879
H -3.17277 0.13140 -5.32583
C 2.12824 0.04765 -1.69224
H -5.13300 7.31874 -1.64108
C -2.41017 3.43217 -0.16558
O -0.88900 -1.89585 -0.15263
H -4.43288 0.78360 -0.26833
H -1.56570 3.60966 5.83646
C -0.96203 -2.35482 2.21367
C -2.99164 6.06194 0.66666
C 3.42009 0.11738 -2.22527
C 4.22070 0.67419 -0.03540
H -2.84202 -0.04210 4.33286
C -0.14389 -1.23187 2.57017
H -5.92394 -0.24708 1.37706
C 0.14691 -1.03391 3.92066
C -1.27168 -2.63218 0.87038
C -1.14536 -2.93534 4.55494
N 1.89225 0.32668 -0.38421
C 4.46986 0.42447 -1.38860
H -2.09693 -4.01759 2.97727
O 0.31099 -0.39073 1.64845
H -5.51822 3.64221 4.19562
H 3.56216 -0.09477 -3.27479
C -4.44883 3.75281 4.06690
H 2.68472 0.81647 1.45897
P -1.79949 4.70998 1.04752
C -3.13186 -0.42338 -3.25524
H -2.53431 7.00427 2.53814
H -4.60789 4.23258 1.98772
C -3.10948 7.07426 1.62169
C -1.45952 -3.18598 3.24596
H -0.64678 4.17310 3.60818
Ti 0.03441 -0.37278 -0.09769
Cl -1.78578 -3.95944 5.79922
C -2.19943 1.60961 -4.11533
C -2.75308 0.91664 1.07747
C -3.95434 8.15017 1.41507
C -3.18276 0.12722 3.31984
H -1.34457 1.03118 2.68120
H -5.35554 9.07768 0.07813
C -4.91203 0.01206 1.66248
H -0.08075 -1.68334 5.95440
C -2.33498 0.70743 2.38996
P -1.57420 1.74079 -0.07133
H 5.48312 0.46238 -1.76656
H -3.49022 3.28639 -0.11535
H -1.27829 2.89929 -2.68667
C -2.23180 3.73375 4.99183
C -3.93493 4.07324 2.82258
H 5.02485 0.91104 0.64560
H -4.03976 8.92159 2.16955
C -1.71518 4.04762 3.74229
C -0.32866 -1.86460 4.91940
C -1.82775 1.97716 -2.83454
H -2.14536 3.84676 -1.13825
C -2.55984 4.21295 2.64850
C -4.69023 8.23990 0.24066
H -3.63255 5.41844 -1.28804
H -1.85876 -3.51920 0.63902
Cl 1.10323 0.34931 4.33417
C -2.13674 1.17004 -1.73861
C -4.06505 0.59065 0.73132
H -3.62863 -1.37090 -3.41923
C -3.71666 6.17171 -0.51532
H -2.98849 -0.71518 -1.14717
C 2.92638 0.62166 0.42085
H -1.96304 2.25911 -4.94797